No. 1
{
  "formula": "C2HBrO2",
  "method": "ωB97M-V with the def2-TZVPD basis set",
  "symbols": ["O", "C", "O", "C", "Br", "H"],
  "xyz": [[0.2391, -0.4324, -2.0017], [0.2286, -0.4147, -0.8370], [0.5192, -0.9932, 0.3331], [-0.3698, 0.2048, 0.4894], [0.6643, 1.6614, 1.1644], [-1.2814, -0.0258, 0.8517]],
  "lowdin_charge": [0.187, -0.479, 0.028, -0.519, 0.736, 0.047],
  "e_tot_ev": -76225.4255,
  "fmax_ev_per_a": 6.2,
  "smiles": "O=C1O[C@H]1Br"
}

---

No. 2
{
  "formula": "C2HBrO3",
  "method": "ωB97M-V with the def2-TZVPD basis set",
  "symbols": ["O", "C", "O", "O", "C", "Br", "H"],
  "xyz": [[3.8872, 0.6506, 1.1756], [2.9571, 0.7590, 0.5370], [1.9471, 0.7892, -0.0025], [0.1886, -1.3803, 1.0489], [-0.2056, -0.3722, 0.6723], [-0.7249, 1.0921, 2.0013], [-0.4797, 0.1958, -0.2304]],
  "lowdin_charge": [0.252, -0.423, 0.167, 0.066, -0.633, 0.502, 0.068],
  "e_tot_ev": -78275.1804,
  "fmax_ev_per_a": 3.4,
  "smiles": "O=C=O.O=CBr"
}

---

No. 3
{
  "formula": "C2HBrO3",
  "method": "ωB97M-V with the def2-TZVPD basis set",
  "symbols": ["O", "C", "O", "O", "C", "Br", "H"],
  "xyz": [[1.6148, 1.0110, 1.7851], [0.9901, 1.0862, 0.8737], [0.3061, 1.0875, -0.0540], [-0.8241, -1.2628, 0.5535], [-0.5704, -0.8877, -0.5211], [-1.7549, 0.1442, -1.6224], [0.2384, -1.1783, -1.0149]],
  "lowdin_charge": [0.294, -0.430, 0.077, 0.042, -0.741, 0.722, 0.035],
  "e_tot_ev": -78274.6533,
  "fmax_ev_per_a": 6.0,
  "smiles": "O=C=O.O=CBr"
}

---

No. 4
{
  "formula": "C2HCl",
  "method": "ωB97M-V with the def2-TZVPD basis set",
  "symbols": ["C", "C", "Cl", "H"],
  "xyz": [[0.8042, 0.0097, -0.1238], [-0.4737, 0.1107, -0.0553], [-2.0813, 0.0548, -0.0768], [1.7508, -0.1752, 0.2558]],
  "lowdin_charge": [0.050, -0.760, 0.716, -0.007],
  "e_tot_ev": -14609.7091,
  "fmax_ev_per_a": 8.3,
  "smiles": "C#CCl"
}

---

No. 5
{
  "formula": "C2HCl2IO",
  "method": "ωB97M-V with the def2-TZVPD basis set",
  "symbols": ["C", "C", "O", "Cl", "Cl", "I", "H"],
  "xyz": [[-0.4579, 0.2902, -0.6670], [-0.4628, -0.1048, 0.7254], [-0.0910, 1.3741, -1.0577], [0.1505, 0.9577, 1.8832], [-1.2120, -1.5128, 1.2443], [2.9243, -0.5190, -0.7834], [-0.8511, -0.4854, -1.3447]],
  "lowdin_charge": [-0.492, -1.185, -0.010, 0.696, 0.697, 0.178, 0.115],
  "e_tot_ev": -37280.8475,
  "fmax_ev_per_a": 0.7
}

---

No. 6
{
  "formula": "C2HCl2NO",
  "method": "ωB97M-V with the def2-TZVPD basis set",
  "symbols": ["H", "N", "C", "Cl", "C", "O", "Cl"],
  "xyz": [[0.6844, -2.2278, -0.5644], [-0.0231, -1.6966, -1.2532], [0.1947, -0.5472, -1.5596], [1.5109, 0.5873, -1.2604], [-0.5051, 0.2543, -2.8794], [0.1331, 0.3508, -3.8769], [-2.1423, 0.8247, -2.7148]],
  "lowdin_charge": [0.149, 0.105, -0.768, 0.655, -0.857, 0.031, 0.685],
  "e_tot_ev": -30671.3180,
  "fmax_ev_per_a": 4.9,
  "smiles": "[H]/N=C(\\Cl)C(=O)Cl"
}

---

No. 7
{
  "formula": "C2HCl2NO",
  "method": "ωB97M-V with the def2-TZVPD basis set",
  "symbols": ["C", "C", "N", "O", "Cl", "Cl", "H"],
  "xyz": [[-0.8819, -0.2265, 0.2621], [0.3670, 0.5727, -1.0727], [-0.4554, -0.0670, 1.3650], [0.2547, 0.4061, 2.1839], [1.8093, 0.8721, -0.3118], [0.4116, -0.5611, -2.3450], [-1.5054, -0.9964, -0.0815]],
  "lowdin_charge": [-0.059, -1.081, -0.194, 0.042, 0.658, 0.554, 0.080],
  "e_tot_ev": -30666.4256,
  "fmax_ev_per_a": 3.1
}

---

No. 8
{
  "formula": "C2HCl2O2",
  "method": "ωB97M-V with the def2-TZVPD basis set",
  "symbols": ["C", "C", "O", "O", "Cl", "Cl", "H"],
  "xyz": [[0.3321, -0.9860, 0.6766], [-0.1456, 0.6541, -0.2884], [0.3966, -1.9142, -0.0833], [0.3856, -0.7621, 1.8507], [-1.4648, 0.2629, -1.4937], [1.2022, 1.4948, -1.0072], [-0.7061, 1.2506, 0.3453]],
  "lowdin_charge": [-0.727, -1.048, -0.024, -0.008, 0.386, 0.463, -0.040],
  "charge": -1,
  "e_tot_ev": -31231.3723,
  "fmax_ev_per_a": 3.3
}

---

No. 9
{
  "formula": "C2HCl2O3",
  "method": "ωB97M-V with the def2-TZVPD basis set",
  "symbols": ["C", "C", "O", "O", "O", "Cl", "Cl", "H"],
  "xyz": [[1.2045, -0.8144, -0.4240], [-1.3667, 0.9091, 0.3761], [2.0537, -1.6527, -0.7505], [1.6816, 0.2546, 0.3329], [-0.0230, -0.7720, -0.7423], [-2.4640, 1.2259, -0.8655], [-2.1154, -0.0935, 1.5840], [1.0293, 0.9429, 0.4894]],
  "lowdin_charge": [-0.803, -1.017, -0.033, 0.004, -0.114, 0.490, 0.439, 0.035],
  "charge": -1,
  "e_tot_ev": -33277.1768,
  "fmax_ev_per_a": 1.5
}

---

No. 10
{
  "formula": "C2HCl3FN",
  "method": "ωB97M-V with the def2-TZVPD basis set",
  "symbols": ["F", "N", "C", "Cl", "C", "Cl", "Cl", "H"],
  "xyz": [[-1.2759, 0.0109, -2.3712], [-0.3499, 0.3229, -1.4301], [-0.3460, -0.2670, -0.3329], [-1.4935, -1.4845, 0.0697], [0.5761, 0.0957, 0.7470], [2.2327, -0.1528, 0.2328], [0.3119, 1.8092, 1.2656], [0.3446, -0.3345, 1.8190]],
  "lowdin_charge": [-0.037, 0.039, -0.891, 0.735, -1.125, 0.627, 0.558, 0.094],
  "e_tot_ev": -43862.2670,
  "fmax_ev_per_a": 3.4,
  "smiles": "F/N=C(\\Cl)C(Cl)Cl"
}

---

No. 11
{
  "formula": "C2HCl3FN",
  "method": "ωB97M-V with the def2-TZVPD basis set",
  "symbols": ["F", "N", "C", "Cl", "C", "Cl", "Cl", "H"],
  "xyz": [[-2.5385, -0.7665, 0.8688], [-1.2553, -0.0612, 0.9702], [-0.3719, -0.3307, 0.0345], [-0.5861, -1.5796, -1.2235], [0.8389, 0.4664, -0.0186], [2.2813, -0.4825, -0.4927], [0.4818, 1.8460, -1.1049], [1.1498, 0.9082, 0.9661]],
  "lowdin_charge": [-0.118, 0.109, -0.809, 0.655, -1.107, 0.578, 0.606, 0.087],
  "e_tot_ev": -43862.3600,
  "fmax_ev_per_a": 4.8,
  "smiles": "F/N=C(\\Cl)C(Cl)Cl"
}

---

No. 12
{
  "formula": "C2HCl3OS",
  "method": "ωB97M-V with the def2-TZVPD basis set",
  "symbols": ["C", "C", "O", "S", "Cl", "Cl", "Cl", "H"],
  "xyz": [[0.6507, -2.0216, -0.3881], [2.8306, -0.6740, -0.1418], [-1.8598, -1.7284, -0.4581], [-0.6384, -1.0772, -0.9380], [2.6170, -0.5247, 1.6076], [2.5496, 0.8350, -0.9483], [3.9759, -1.6906, -0.8343], [0.5122, -2.7103, 0.5040]],
  "lowdin_charge": [-0.292, -1.645, -0.589, 0.783, 0.536, 0.554, 0.623, 0.030],
  "e_tot_ev": -52534.6324,
  "fmax_ev_per_a": 3.7
}

---

No. 13
{
  "formula": "C2HCl3S",
  "method": "ωB97M-V with the def2-TZVPD basis set",
  "symbols": ["Cl", "C", "C", "Cl", "S", "Cl", "H"],
  "xyz": [[-1.3027, 2.1540, 0.7383], [-1.0092, 0.4645, 0.4173], [0.0496, 0.2096, -0.3258], [1.3231, 1.3583, -0.6732], [0.3727, -1.6641, -0.9207], [2.1364, -2.1640, -0.0604], [-1.5698, -0.3584, 0.8245]],
  "lowdin_charge": [0.602, -0.648, -1.024, 0.581, 0.351, 0.071, 0.068],
  "e_tot_ev": -50491.3401,
  "fmax_ev_per_a": 3.4,
  "smiles": "Cl/C=C(\\Cl)SCl"
}

---

No. 14
{
  "formula": "C2HCl3S",
  "method": "ωB97M-V with the def2-TZVPD basis set",
  "symbols": ["C", "C", "S", "Cl", "Cl", "Cl", "H"],
  "xyz": [[-0.9531, 0.4485, 0.7306], [0.6943, -0.5335, -0.4056], [-2.3999, -0.1734, 0.6032], [-0.4480, 1.8207, 1.4080], [1.8595, 0.8336, -0.4633], [0.0646, -0.8459, -1.9876], [1.1825, -1.5499, 0.1147]],
  "lowdin_charge": [-1.329, -1.076, 0.662, 0.677, 0.441, 0.519, 0.107],
  "e_tot_ev": -50489.4384,
  "fmax_ev_per_a": 4.1
}

---

No. 15
{
  "formula": "C2HCl4N3P",
  "method": "ωB97M-V with the def2-TZVPD basis set",
  "symbols": ["C", "C", "N", "N", "N", "P", "Cl", "Cl", "Cl", "Cl", "H"],
  "xyz": [[-1.4683, 0.7577, 0.2141], [0.8318, 1.3526, 0.2986], [-1.3799, -0.4810, 0.0488], [-0.3858, 1.5572, 0.4938], [1.0216, -0.2130, -0.7287], [-0.0405, -1.3614, -0.1703], [-2.9849, 1.5398, 0.2775], [2.2372, 2.1152, 0.2782], [-0.3107, -2.8418, -1.3998], [0.4607, -1.9166, 1.6967], [2.0187, -0.5085, -1.0091]],
  "lowdin_charge": [-0.907, -0.746, -0.096, 0.135, -0.131, -0.042, 0.816, 0.886, 0.529, 0.439, 0.118],
  "charge": 1,
  "e_tot_ev": -65927.7367,
  "fmax_ev_per_a": 5.0,
  "spin_multiplicity": 3
}

---

No. 16
{
  "formula": "C2HClF2",
  "method": "ωB97M-V with the def2-TZVPD basis set",
  "symbols": ["F", "C", "C", "F", "Cl", "H"],
  "xyz": [[0.0341, -1.5893, -1.6105], [0.0097, -0.3253, -1.2751], [0.0070, -0.0488, -0.0294], [-0.2777, -1.0407, 0.9149], [0.1050, 1.4959, 0.9501], [0.3075, 0.4840, -2.0631]],
  "lowdin_charge": [0.072, -0.205, -0.602, -0.036, 0.604, 0.166],
  "e_tot_ev": -20045.6732,
  "fmax_ev_per_a": 7.0,
  "smiles": "F/C=C(\\F)Cl"
}

---

No. 17
{
  "formula": "C2HClF2O",
  "method": "ωB97M-V with the def2-TZVPD basis set",
  "symbols": ["O", "C", "C", "F", "F", "Cl", "H"],
  "xyz": [[-0.1294, -1.6057, 1.1312], [-0.4816, -0.7580, 0.3546], [0.3417, 0.3903, -0.2702], [1.6469, -0.0179, -0.4533], [-0.1729, 0.8141, -1.4250], [0.2601, 1.8899, 0.7834], [-1.4647, -0.7127, -0.1207]],
  "lowdin_charge": [0.118, -0.203, -0.819, 0.050, 0.048, 0.675, 0.130],
  "e_tot_ev": -22094.2453,
  "fmax_ev_per_a": 2.4,
  "smiles": "O=CC(F)(F)Cl"
}

---

No. 18
{
  "formula": "C2HClF2O2",
  "method": "ωB97M-V with the def2-TZVPD basis set",
  "symbols": ["C", "C", "O", "O", "F", "F", "Cl", "H"],
  "xyz": [[-0.2622, 0.3501, -0.6049], [1.0611, 0.0280, -0.0143], [-1.0012, 0.8124, -1.3083], [-1.3334, -0.8783, 0.6543], [2.1014, 0.0796, -0.8062], [-2.6252, -0.5980, 0.2710], [1.2299, 1.2327, 1.2835], [0.8294, -1.0265, 0.5249]],
  "lowdin_charge": [-0.187, -0.708, 0.287, -0.195, 0.056, -0.164, 0.734, 0.176],
  "e_tot_ev": -24136.3462,
  "fmax_ev_per_a": 4.3
}

---

No. 19
{
  "formula": "C2HClF2S",
  "method": "ωB97M-V with the def2-TZVPD basis set",
  "symbols": ["F", "C", "F", "C", "S", "Cl", "H"],
  "xyz": [[3.8768, 0.9239, 0.1690], [3.1405, -0.0789, -0.3464], [1.8327, 0.0731, -0.3907], [3.7393, -1.1602, -0.7412], [4.2696, -2.6089, -1.1335], [-0.4159, 2.8702, 1.7406], [0.3329, 3.0239, 0.6215]],
  "lowdin_charge": [0.099, -0.461, 0.129, -0.533, 0.764, 0.193, -0.190],
  "e_tot_ev": -30880.3095,
  "fmax_ev_per_a": 2.8,
  "smiles": "FC(F)=C=S.Cl"
}

---

No. 20
{
  "formula": "C2HClF2S",
  "method": "ωB97M-V with the def2-TZVPD basis set",
  "symbols": ["F", "C", "F", "Cl", "C", "S", "H"],
  "xyz": [[1.5711, -0.3936, 0.5426], [0.4803, 0.3201, 0.1726], [0.2173, 1.3007, 1.0906], [0.9249, 1.0700, -1.4451], [-0.7155, -0.6127, -0.0789], [-2.1078, -0.2569, 0.5822], [-0.3704, -1.4276, -0.8641]],
  "lowdin_charge": [0.028, -0.942, 0.004, 0.651, -0.665, 0.806, 0.118],
  "e_tot_ev": -30881.7318,
  "fmax_ev_per_a": 2.5,
  "smiles": "FC(F)(Cl)C=S"
}